The ion C4H12N3 with charge +2 in a non-equilibrium geometry. Source: OMol25; level of theory: ωB97M-V with the def2-TZVPD basis set.

Computed properties:
Lowest unoccupied orbital energy (alpha / beta) ... -8.010 / -11.608 eV
Electronic energy ... -323.18235 a.u.
Spin multiplicity ... 2
Gap between HOMO and LUMO (alpha / beta) ... 0.3930 / 0.2651 Eh
Net charge ... +2

Last column: Löwdin spin population.
CARTESIAN COORDINATES (ANGSTROEM)
C1 -1.569 1.157 -0.640  0.021
C2 -1.201 -0.324 -0.305  0.069
C3 0.155 -0.389 0.303  0.418
C4 0.479 -1.354 1.268  0.115
N1 1.620 -1.562 1.867  0.261
N2 1.157 0.502 -0.295  0.043
N3 -0.819 1.520 -1.824  0.003
H1 -1.206 1.639 0.265  0.000
H2 -2.660 1.230 -0.618  0.003
H3 -1.867 -0.844 0.379  0.006
H4 -1.248 -1.010 -1.166  0.033
H5 -0.268 -2.090 1.515  -0.001
H6 1.786 -2.386 2.453  0.004
H7 2.444 -0.957 1.824  0.004
H8 1.938 -0.023 -0.713  0.009
H9 1.469 1.203 0.380  0.009
H10 -1.187 1.085 -2.676  0.000
H11 -0.817 2.530 -1.959  0.000
H12 0.588 0.998 -1.160  0.000